*A*
One molecule with the formula C6H14O. Source: OMol25; level of theory: ωB97M-V with the def2-TZVPD basis set.

Summary:
Highest occupied orbital energy   -9.69 eV
HOMO-LUMO gap   10.5844 eV
E_LUMO   0.90 eV
SMILES   COCC(C)(C)C

Structure (ORCA input):
```
! RIJCOSX wB97M-V def2-TZVPD def2/J DEFGRID3
* xyz 0 1
C 0.13 -0.19 2.59
O -0.96 -0.40 1.53
C -0.89 -0.86 0.17
C -0.03 0.05 -0.74
C 0.19 -0.65 -2.08
C -0.77 1.39 -0.91
C 1.26 0.24 0.04
H 1.17 0.24 2.55
H 0.28 -1.16 3.06
H -0.40 0.54 3.18
H -1.91 -0.81 -0.26
H -0.57 -1.91 0.07
H 0.77 -1.57 -1.94
H 0.73 -0.01 -2.78
H -0.77 -0.92 -2.54
H -1.09 1.77 0.06
H -1.66 1.26 -1.54
H -0.13 2.15 -1.38
H 0.98 0.08 1.05
H 1.67 1.26 0.05
H 2.03 -0.51 -0.18
*
```

*B*
A 2-piece molecular cluster, C6H14O overall. Source: OMol25; level of theory: ωB97M-V with the def2-TZVPD basis set.

Summary:
Highest occupied orbital energy   -9.27 eV
HOMO-LUMO gap   10.0841 eV
E_LUMO   0.81 eV
SMILES   C=C(C)CCC.O

Structure (ORCA input):
```
! RIJCOSX wB97M-V def2-TZVPD def2/J DEFGRID3
* xyz 0 1
C 0.45 1.91 -1.93
C -0.34 2.16 -0.61
C -1.46 1.12 -0.40
C -1.06 -0.18 0.25
C -0.07 -0.97 -0.20
C -1.53 -0.29 1.68
H 1.50 2.18 -1.80
H -0.02 2.44 -2.76
H 0.43 0.86 -2.25
H 0.36 2.18 0.23
H -0.78 3.15 -0.63
H -2.25 1.57 0.20
H -2.03 0.93 -1.32
H 0.00 -1.79 0.51
H 0.40 -1.09 -1.16
H -0.97 0.39 2.33
H -2.56 0.05 1.76
H -1.29 -1.27 2.10
H 4.42 -4.85 1.42
H 3.32 -3.85 1.03
O 3.47 -4.66 1.54
*
```

Quick one: least stable of them? *A*

*A*
A 2-piece molecular cluster, H4NPSi overall. Source: OMol25; level of theory: ωB97M-V with the def2-TZVPD basis set.

Summary:
Highest occupied orbital energy (alpha / beta)   -8.76 / -8.68 eV
HOMO-LUMO gap (alpha / beta)   7.2798 / 7.0995 eV
E_LUMO (alpha / beta)   -1.48 / -1.58 eV

Structure (ORCA input):
```
! RIJCOSX wB97M-V def2-TZVPD def2/J DEFGRID3
* xyz 0 1
N 0.90 0.95 0.13
Si 1.08 -0.66 0.09
P -2.66 -0.05 -0.22
H -2.38 1.19 -0.79
H 1.35 -1.19 -1.23
H 1.06 -1.73 1.08
H 0.65 1.49 0.95
*
```

*B*
One molecule with the formula H4NPSi. Source: OMol25; level of theory: ωB97M-V with the def2-TZVPD basis set.

Summary:
Highest occupied orbital energy   -9.04 eV
HOMO-LUMO gap   8.6946 eV
E_LUMO   -0.35 eV
SMILES   [H]/P=N\[SiH3]

Structure (ORCA input):
```
! RIJCOSX wB97M-V def2-TZVPD def2/J DEFGRID3
* xyz 0 1
N -1.03 -0.74 0.22
Si 0.85 -0.30 0.12
P -2.15 0.30 0.10
H 0.90 -0.40 -1.33
H 1.26 1.10 0.65
H 1.60 -1.36 0.73
H -1.43 1.41 -0.49
*
```

Quick one: least stable of them? *A*

*A*
One molecule with the formula C6H6O. Source: OMol25; level of theory: ωB97M-V with the def2-TZVPD basis set.

Summary:
Highest occupied orbital energy   -8.46 eV
HOMO-LUMO gap   8.9527 eV
E_LUMO   0.50 eV
SMILES   CC1=CO[C@@H]2C=C12

Structure (ORCA input):
```
! RIJCOSX wB97M-V def2-TZVPD def2/J DEFGRID3
* xyz 0 1
C -1.99 -0.80 1.09
C -0.57 1.19 -0.43
C -0.86 -0.88 0.37
C 0.08 0.05 -0.13
C -2.20 -0.32 -0.27
C 1.62 0.06 0.01
O -1.96 1.09 -0.46
H -2.58 -1.09 1.96
H -0.13 2.13 -0.83
H -2.76 -0.75 -0.97
H 1.97 0.85 -0.58
H 2.14 -0.96 -0.30
H 1.88 0.21 1.07
*
```

*B*
One molecule with the formula C6H6O. Source: OMol25; level of theory: ωB97M-V with the def2-TZVPD basis set.

Summary:
Highest occupied orbital energy   -8.98 eV
HOMO-LUMO gap   9.9483 eV
E_LUMO   0.97 eV
SMILES   C#CC1=CCOC1

Structure (ORCA input):
```
! RIJCOSX wB97M-V def2-TZVPD def2/J DEFGRID3
* xyz 0 1
C 2.95 -0.56 0.60
C 1.80 -0.30 0.36
C 0.43 -0.04 0.08
C -0.19 1.14 -0.01
C -1.65 0.92 -0.31
O -1.80 -0.49 -0.40
C -0.57 -1.15 -0.16
H 3.98 -0.78 0.82
H 0.27 2.11 0.12
H -2.30 1.32 0.48
H -1.95 1.39 -1.25
H -0.30 -1.76 -1.03
H -0.65 -1.81 0.71
*
```

Quick one: least stable of them? *A*

*A*
A 3-piece molecular cluster, C4H15NO3 overall. Source: OMol25; level of theory: ωB97M-V with the def2-TZVPD basis set.

Summary:
Highest occupied orbital energy   -9.01 eV
HOMO-LUMO gap   9.7470 eV
E_LUMO   0.74 eV
SMILES   CCCNCO.O.O

Structure (ORCA input):
```
! RIJCOSX wB97M-V def2-TZVPD def2/J DEFGRID3
* xyz 0 1
C 0.49 -0.83 -1.51
N -0.26 0.09 -0.64
C -0.58 -0.40 0.66
O 0.44 -0.99 1.43
C 1.43 -0.01 -2.39
C 2.89 -0.06 -1.95
H -0.24 -1.27 -2.17
H 0.99 -1.64 -0.99
H 0.17 1.00 -0.58
H -1.00 0.46 1.19
H -1.38 -1.11 0.67
H 0.43 -1.94 1.55
H 1.39 -0.32 -3.44
H 1.07 1.02 -2.52
H 3.14 -1.09 -1.71
H 3.08 0.51 -1.03
H 3.59 0.36 -2.68
H -3.24 -2.65 5.51
H -4.21 -2.08 4.49
O -3.94 -2.91 4.89
H -1.78 5.18 0.86
H -1.12 4.35 -0.29
O -1.36 4.34 0.64
*
```

*B*
A 3-piece molecular cluster, C4H15NO3 overall. Source: OMol25; level of theory: ωB97M-V with the def2-TZVPD basis set.

Summary:
Highest occupied orbital energy   -9.13 eV
HOMO-LUMO gap   9.8547 eV
E_LUMO   0.73 eV
SMILES   CNC[C@@H](C)O.O.O

Structure (ORCA input):
```
! RIJCOSX wB97M-V def2-TZVPD def2/J DEFGRID3
* xyz 0 1
C -0.28 -1.43 2.32
N -0.27 -0.39 1.30
C 0.55 -0.75 0.15
C 0.88 0.51 -0.65
C 1.56 0.21 -1.96
O -0.41 1.09 -0.88
H -1.24 -1.48 2.82
H -0.17 -2.43 1.87
H 0.55 -1.32 3.01
H -1.20 -0.14 1.00
H 0.04 -1.39 -0.58
H 1.46 -1.20 0.52
H 1.46 1.20 -0.03
H 1.64 1.13 -2.54
H 1.04 -0.59 -2.48
H 2.59 -0.13 -1.82
H -0.45 2.04 -1.01
H -1.87 -0.26 -1.42
H -2.47 -0.62 -2.91
O -2.14 -0.92 -2.07
H 0.25 2.59 2.05
H -0.87 1.69 1.53
O -0.66 2.60 1.76
*
```

Quick one: least stable of them? *A*

*A*
A 2-piece molecular cluster, C5H12N3S overall. Source: OMol25; level of theory: ωB97M-V with the def2-TZVPD basis set.

Summary:
Highest occupied orbital energy (alpha / beta)   -10.63 / -13.53 eV
HOMO-LUMO gap (alpha / beta)   7.7777 / 6.4929 eV
E_LUMO (alpha / beta)   -2.86 / -7.04 eV
⟨S²⟩   2.01

Structure (ORCA input):
```
! RIJCOSX wB97M-V def2-TZVPD def2/J DEFGRID3
* xyz 1 3
C -1.34 -0.64 -0.82
C -0.68 -0.65 -2.05
C -0.59 -0.35 0.33
C 0.85 -0.49 0.09
C 1.25 -1.92 0.49
N -1.10 -0.15 1.54
N 1.56 0.47 0.76
N -0.76 2.39 -0.48
S 0.95 -0.41 -1.86
H -2.41 -0.62 -0.91
H -1.03 -0.70 -3.00
H 2.33 -2.22 0.29
H 0.49 -2.62 0.14
H 1.26 -1.87 1.62
H -0.47 0.06 2.27
H -2.04 -0.02 1.66
H 1.05 1.20 1.27
H 2.52 0.43 0.70
H -0.60 2.05 -1.46
H 0.09 2.88 -0.17
H -1.33 3.18 -0.39
*
```

*B*
An isolated ion of composition C5H12N3S and charge +1. Source: OMol25; level of theory: ωB97M-V with the def2-TZVPD basis set.

Summary:
Highest occupied orbital energy (alpha / beta)   -9.45 / -14.21 eV
HOMO-LUMO gap (alpha / beta)   6.6496 / 8.1289 eV
E_LUMO (alpha / beta)   -2.80 / -6.08 eV
⟨S²⟩   2.01

Structure (ORCA input):
```
! RIJCOSX wB97M-V def2-TZVPD def2/J DEFGRID3
* xyz 1 3
C 0.63 -1.72 0.05
C 1.96 -1.37 0.10
C -0.38 -0.63 -0.02
C 0.46 0.74 -0.05
C 0.39 1.61 1.25
N -1.37 -0.56 0.94
N -0.16 1.48 -1.19
N -1.22 -0.75 -1.30
S 2.23 0.32 -0.41
H 0.40 -2.72 0.39
H 2.72 -1.99 0.13
H 0.93 2.52 1.05
H 1.02 1.11 2.06
H -0.65 1.86 1.40
H -0.83 -0.59 1.86
H -2.00 -1.30 0.90
H -0.57 2.28 -0.82
H 0.51 1.86 -1.85
H -2.19 -0.82 -1.04
H -1.01 -1.60 -1.86
H -0.87 0.26 -1.59
*
```

Quick one: least stable of them? *B*

*A*
A 2-piece molecular cluster, C3H5Cl overall. Source: OMol25; level of theory: ωB97M-V with the def2-TZVPD basis set.

Summary:
Highest occupied orbital energy   -9.37 eV
HOMO-LUMO gap   10.1188 eV
E_LUMO   0.75 eV
SMILES   C1=CC1.Cl

Structure (ORCA input):
```
! RIJCOSX wB97M-V def2-TZVPD def2/J DEFGRID3
* xyz 0 1
C 0.65 1.06 -0.52
C -0.01 -0.37 -0.82
C 0.18 0.33 0.48
Cl -2.63 -1.71 0.83
H 1.14 1.91 -0.90
H -3.54 -2.22 -0.01
H -1.01 -0.34 -1.23
H 0.58 -1.23 -1.17
H 0.10 0.22 1.58
*
```

*B*
A 2-piece molecular cluster, C3H5Cl overall. Source: OMol25; level of theory: ωB97M-V with the def2-TZVPD basis set.

Summary:
Highest occupied orbital energy (alpha / beta)   -8.90 / -8.90 eV
HOMO-LUMO gap (alpha / beta)   7.7836 / 7.7843 eV
E_LUMO (alpha / beta)   -1.12 / -1.12 eV

Structure (ORCA input):
```
! RIJCOSX wB97M-V def2-TZVPD def2/J DEFGRID3
* xyz 0 1
C -0.90 0.26 0.43
C 1.65 -0.87 0.89
C -1.19 0.16 -0.93
Cl 2.43 -0.02 -0.44
H -1.38 1.05 0.96
H 2.35 -0.73 1.77
H -1.78 0.98 -1.40
H -1.13 -0.68 -1.55
H -0.04 -0.15 0.28
*
```

*C*
A 2-piece molecular cluster, C3H5Cl overall. Source: OMol25; level of theory: ωB97M-V with the def2-TZVPD basis set.

Summary:
Highest occupied orbital energy   -8.72 eV
HOMO-LUMO gap   8.1575 eV
E_LUMO   -0.56 eV

Structure (ORCA input):
```
! RIJCOSX wB97M-V def2-TZVPD def2/J DEFGRID3
* xyz 0 1
C 0.71 -0.90 -0.24
C -0.61 1.55 1.59
C 0.40 -0.36 -1.42
Cl -2.13 1.64 1.17
H 1.07 -0.40 0.61
H 0.47 -1.89 -0.10
H 0.66 0.66 -1.67
H -0.11 -0.96 -2.12
H -0.45 0.65 2.19
*
```

*D*
One molecule with the formula C3H5Cl. Source: OMol25; level of theory: ωB97M-V with the def2-TZVPD basis set.

Summary:
Highest occupied orbital energy   -10.04 eV
HOMO-LUMO gap   11.1612 eV
E_LUMO   1.12 eV
SMILES   ClC1CC1

Structure (ORCA input):
```
! RIJCOSX wB97M-V def2-TZVPD def2/J DEFGRID3
* xyz 0 1
C 0.37 0.83 -0.10
C 0.47 -0.65 -0.40
C -0.58 -0.13 0.52
Cl -2.17 -0.10 -0.06
H 1.12 1.33 0.57
H -0.27 1.44 -0.90
H 0.10 -1.10 -1.34
H 1.31 -1.28 -0.11
H -0.34 -0.34 1.82
*
```

Quick one: least stable of them? *B*

*A*
A 2-piece molecular cluster, C3H5Cl overall. Source: OMol25; level of theory: ωB97M-V with the def2-TZVPD basis set.

Summary:
Highest occupied orbital energy   -9.82 eV
HOMO-LUMO gap   8.8187 eV
E_LUMO   -1.01 eV

Structure (ORCA input):
```
! RIJCOSX wB97M-V def2-TZVPD def2/J DEFGRID3
* xyz 0 1
C 0.86 -0.21 -0.07
C 1.65 0.78 0.13
C -0.66 -0.27 0.00
Cl 3.93 -0.12 -0.01
H 1.14 -1.16 -0.12
H 2.04 1.69 0.10
H -0.91 -0.74 0.87
H -1.16 0.69 0.02
H -1.20 -0.79 -0.86
*
```

*B*
One molecule with the formula C3H5Cl. Source: OMol25; level of theory: ωB97M-V with the def2-TZVPD basis set.

Summary:
Highest occupied orbital energy   -9.16 eV
HOMO-LUMO gap   10.2549 eV
E_LUMO   1.09 eV
SMILES   C/C=C/Cl

Structure (ORCA input):
```
! RIJCOSX wB97M-V def2-TZVPD def2/J DEFGRID3
* xyz 0 1
C 0.59 0.48 -0.53
C 0.76 1.79 -0.27
C -0.26 -0.59 0.15
Cl 1.67 2.74 -1.37
H 0.98 0.06 -1.48
H 0.75 2.25 0.65
H -1.06 -0.30 0.79
H -0.50 -1.30 -0.64
H 0.47 -1.18 0.85
*
```

Quick one: least stable of them? *A*

*A*
C28H25CdF5N3S as an isolated structure. Source: OMol25; level of theory: ωB97M-V with the def2-TZVPD basis set.

Summary:
Highest occupied orbital energy   -3.50 eV
HOMO-LUMO gap   5.7604 eV
E_LUMO   2.26 eV

Structure (ORCA input):
```
! RIJCOSX wB97M-V def2-TZVPD def2/J DEFGRID3
* xyz -1 1
Cd 0.21 -0.32 -0.07
C 3.38 -0.88 -0.72
C 2.53 -1.76 0.20
C 3.34 -2.90 0.77
C 3.06 -3.40 1.99
C 2.09 -2.77 2.80
C 1.63 -1.52 2.39
N 2.02 -0.91 1.27
C 0.63 -0.80 3.19
C 0.23 -1.17 4.48
C -0.81 -0.49 5.07
C -1.39 0.60 4.42
C -0.89 0.95 3.17
N 0.05 0.22 2.57
C -1.28 2.15 2.42
C -2.27 3.04 2.84
C -2.46 4.21 2.11
C -1.68 4.44 0.99
C -0.76 3.47 0.60
C 0.09 3.64 -0.62
N -0.58 2.36 1.30
H 4.11 -0.35 -0.10
H 3.92 -1.47 -1.45
H 2.74 -0.15 -1.23
H 4.12 -3.31 0.15
H 3.59 -4.27 2.37
H 1.79 -3.22 3.72
H 0.72 -1.98 5.00
H -1.17 -0.78 6.05
H -2.18 1.16 4.90
H -2.87 2.84 3.71
H -3.21 4.92 2.42
H -1.79 5.35 0.42
H 0.84 4.41 -0.46
H 0.59 2.69 -0.84
H -0.52 3.94 -1.47
F -5.07 4.47 -2.69
C -4.03 3.61 -2.78
C -3.66 2.82 -1.69
F -4.36 2.92 -0.54
C -2.60 1.95 -1.80
F -2.30 1.16 -0.73
C -1.80 1.83 -2.96
S -0.42 0.86 -3.03
C -2.24 2.62 -4.06
F -1.58 2.55 -5.23
C -3.31 3.48 -3.97
F -3.69 4.22 -5.04
C 1.55 -2.30 -3.04
C 1.23 -3.13 -1.79
C 2.17 -4.34 -1.74
C -0.20 -3.67 -1.94
C 1.27 -2.34 -0.48
H 1.22 -2.83 -3.93
H 2.62 -2.14 -3.14
H 1.05 -1.34 -3.00
H 2.01 -4.98 -2.61
H 1.99 -4.93 -0.84
H 3.21 -4.03 -1.74
H -0.31 -4.24 -2.86
H -0.92 -2.85 -1.96
H -0.45 -4.32 -1.10
H 0.81 -2.98 0.29
*
```

*B*
C28H25CdF5N3S as an isolated structure. Source: OMol25; level of theory: ωB97M-V with the def2-TZVPD basis set.

Summary:
Highest occupied orbital energy (alpha / beta)   -1.88 / -1.94 eV
HOMO-LUMO gap (alpha / beta)   4.5133 / 4.5709 eV
E_LUMO (alpha / beta)   2.63 / 2.63 eV

Structure (ORCA input):
```
! RIJCOSX wB97M-V def2-TZVPD def2/J DEFGRID3
* xyz -1 1
Cd -0.32 0.32 -0.35
C 0.67 -1.83 2.34
C -0.80 -1.52 2.39
C -1.67 -2.33 3.09
C -3.05 -2.01 3.08
C -3.47 -0.90 2.40
C -2.54 -0.09 1.71
N -1.19 -0.43 1.71
C -2.92 1.05 0.93
C -4.23 1.56 0.83
C -4.46 2.63 -0.03
C -3.44 3.20 -0.77
C -2.14 2.68 -0.63
N -1.92 1.66 0.24
C -0.99 3.14 -1.36
C -1.03 4.23 -2.25
C 0.10 4.64 -2.91
C 1.32 3.95 -2.67
C 1.31 2.89 -1.79
C 2.64 2.23 -1.46
N 0.22 2.46 -1.16
H 1.03 -2.20 3.31
H 0.88 -2.59 1.59
H 1.23 -0.94 2.08
H -1.29 -3.19 3.63
H -3.76 -2.63 3.60
H -4.52 -0.65 2.38
H -5.04 1.12 1.39
H -5.47 3.02 -0.12
H -3.65 4.00 -1.46
H -1.96 4.76 -2.40
H 0.06 5.48 -3.59
H 2.24 4.26 -3.14
H 3.16 2.91 -0.77
H 1.97 0.87 0.05
H 3.23 2.22 -2.38
F -3.81 -5.28 1.07
C -2.86 -4.50 0.51
C -3.20 -3.30 -0.07
F -4.48 -2.90 -0.09
C -2.22 -2.51 -0.64
F -2.61 -1.34 -1.20
C -0.87 -2.87 -0.64
S 0.40 -1.86 -1.33
C -0.57 -4.09 -0.05
F 0.70 -4.53 0.01
C -1.54 -4.90 0.52
F -1.20 -6.07 1.09
C 4.93 0.27 -1.64
C 3.93 0.20 -0.48
C 4.51 0.89 0.75
C 3.67 -1.27 -0.14
C 2.57 0.84 -0.86
H 5.81 -0.33 -1.41
H 5.26 1.29 -1.82
H 4.49 -0.11 -2.56
H 5.46 0.43 1.04
H 3.83 0.82 1.60
H 4.71 1.95 0.57
H 4.59 -1.75 0.19
H 3.30 -1.82 -1.01
H 2.92 -1.37 0.65
H 2.07 0.17 -1.57
*
```

Quick one: least stable of them? *A*